Entry 1:
{
  "formula": "C5H4AgO6",
  "method": "wB97M-V/def2-TZVPD",
  "elements": ["O", "C", "O", "C", "O", "C", "C", "O", "Ag", "H", "H", "H", "O", "C", "O", "H"],
  "positions_angstrom": [[-1.134, 1.139, 4.114], [-1.091, 2.111, 4.692], [-2.174, -0.191, 0.445], [-1.911, -0.253, -0.736], [0.137, -0.199, -2.008], [1.360, -0.471, -1.615], [-0.807, 0.606, -1.305], [2.279, -0.451, -2.390], [-1.476, -0.966, 2.595], [-2.462, -0.939, -1.405], [-1.249, 1.274, -2.056], [-0.333, 1.187, -0.506], [2.944, -0.787, 0.130], [1.669, -0.812, -0.131], [0.831, -0.989, 0.718], [3.416, -0.261, -0.542]],
  "mulliken_charge": [-0.041, 0.071, -0.509, 0.204, -0.324, 0.610, -0.468, -0.503, 0.883, 0.410, 0.325, 0.345, -0.410, 0.494, -0.464, 0.376],
  "total_charge": 1,
  "energy_ha": -791.0391,
  "lumo_ha": -0.196
}

Entry 2:
{
  "formula": "C5H4BO4S",
  "method": "wB97M-V/def2-TZVPD",
  "elements": ["B", "C", "C", "C", "C", "C", "O", "O", "O", "O", "S", "H", "H", "H", "H"],
  "positions_angstrom": [[0.494, 1.102, 0.234], [2.038, -0.984, -0.518], [1.147, -2.086, -0.512], [1.707, 0.235, -0.169], [-0.866, -0.271, 0.318], [-2.310, 0.017, 0.046], [-2.589, 1.159, -0.455], [-3.018, -0.903, 0.465], [0.543, 1.752, 1.507], [-0.103, 1.916, -0.788], [-0.487, -1.837, -0.011], [3.056, -1.139, -0.818], [1.660, -3.058, -0.272], [-0.284, 2.206, 1.607], [-0.989, 1.892, -0.634]],
  "mulliken_charge": [0.671, -0.099, -0.369, -0.279, 0.056, 0.600, -0.800, -0.677, -0.676, -0.664, -0.048, 0.337, 0.274, 0.291, 0.383],
  "total_charge": -1,
  "energy_ha": -916.9016,
  "lumo_ha": [0.065, 0.097]
}

Entry 3:
{
  "formula": "C5H4Br2Cl2N2O2",
  "method": "wB97M-V/def2-TZVPD",
  "elements": ["C", "C", "C", "C", "C", "N", "N", "O", "O", "Cl", "Cl", "Br", "Br", "H", "H", "H", "H"],
  "positions_angstrom": [[0.244, 0.239, -2.114], [1.559, -1.594, -2.415], [0.108, -0.579, -0.973], [-1.139, -0.481, -0.083], [2.198, 1.392, -0.831], [1.166, -0.433, -2.987], [0.907, -1.687, -1.179], [-0.466, 1.147, -2.492], [2.274, -2.460, -2.814], [1.973, 2.839, -1.926], [3.473, 0.345, -1.146], [1.832, 0.181, -4.601], [1.376, -3.147, -0.221], [-1.363, -1.381, 0.428], [-1.909, -0.280, -0.805], [-1.087, 0.347, 0.663], [1.944, 1.764, 0.097]],
  "mulliken_charge": [0.377, 0.393, 0.486, -1.213, -0.188, -0.068, -0.065, -0.589, -0.555, -0.117, -0.057, 0.088, 0.095, 0.385, 0.334, 0.258, 0.438],
  "total_charge": 0,
  "energy_ha": -6521.1961,
  "lumo_ha": [-0.033, -0.043]
}

Entry 4:
{
  "formula": "C5H4BrI2N",
  "method": "wB97M-V/def2-TZVPD",
  "elements": ["C", "C", "C", "C", "C", "N", "Br", "I", "I", "H", "H", "H", "H"],
  "positions_angstrom": [[-0.194, 0.871, -1.075], [0.611, -0.302, -1.150], [-0.853, 1.269, 0.076], [-1.204, -0.456, 1.735], [1.646, -0.710, -0.496], [-0.898, 0.701, 1.311], [2.830, -2.115, -1.011], [-2.105, -2.181, 0.798], [2.382, 0.467, 1.091], [-0.267, 1.657, -1.933], [0.336, -0.860, -2.059], [-1.176, 2.233, -0.088], [-1.108, -0.576, 2.801]],
  "mulliken_charge": [-0.204, -0.197, -0.336, -0.220, -0.126, -0.419, -0.094, 0.015, 0.105, 0.209, 0.360, 0.411, 0.496],
  "total_charge": 0,
  "energy_ha": -3416.9851,
  "lumo_ha": -0.001
}

Entry 5:
{
  "formula": "C5H4BrP",
  "method": "wB97M-V/def2-TZVPD",
  "elements": ["C", "C", "C", "C", "C", "P", "Br", "H", "H", "H", "H"],
  "positions_angstrom": [[0.423, -0.337, 0.465], [1.711, -0.316, -0.044], [-0.390, 0.722, 0.517], [0.024, 1.791, -0.430], [2.848, -0.161, -0.230], [1.137, 2.934, -0.133], [4.752, -0.343, -0.086], [0.355, -1.156, 1.202], [1.331, 2.826, 1.186], [-1.315, 0.566, 1.048], [-0.554, 1.682, -1.245]],
  "mulliken_charge": [-0.561, -0.014, -0.426, -0.289, 0.351, -0.081, -0.073, 0.295, 0.003, 0.363, 0.432],
  "total_charge": 0,
  "energy_ha": -3108.1025,
  "lumo_ha": 0.002,
  "smiles": "[H]/P=C\\C=C/C#CBr"
}

Entry 6:
{
  "formula": "C5H4Cl2N2O3",
  "method": "wB97M-V/def2-TZVPD",
  "elements": ["C", "C", "C", "C", "C", "N", "N", "O", "O", "O", "Cl", "Cl", "H", "H", "H", "H"],
  "positions_angstrom": [[2.371, -0.310, 0.877], [-0.700, -0.545, 0.022], [0.160, -1.368, -0.809], [1.876, 0.681, -0.082], [-2.565, 0.868, 0.040], [2.039, -1.576, 0.437], [1.290, -1.841, -0.490], [3.095, -0.049, 1.840], [-0.491, -0.329, 1.202], [-1.550, 0.136, -0.673], [1.886, 0.587, -1.732], [1.098, 2.092, 0.638], [-0.246, -1.611, -1.826], [-3.189, 1.188, -0.863], [-2.221, 1.883, 0.533], [-2.853, 0.195, 0.887]],
  "mulliken_charge": [0.477, 1.171, -0.680, 0.372, -0.538, -0.453, 0.092, -0.542, -0.545, -0.274, -0.073, -0.099, 0.345, 0.221, 0.209, 0.319],
  "total_charge": 0,
  "energy_ha": -1448.3605,
  "lumo_ha": [-0.051, -0.072]
}

Entry 7:
{
  "formula": "C5H4ClNOS",
  "method": "wB97M-V/def2-TZVPD",
  "elements": ["C", "C", "C", "C", "C", "N", "O", "S", "Cl", "H", "H", "H", "H"],
  "positions_angstrom": [[-1.036, 0.355, 1.305], [-2.194, 0.291, -0.723], [-0.629, 1.310, 0.361], [0.444, 2.140, 0.520], [1.968, -0.746, 0.561], [-1.285, 1.141, -0.826], [1.246, 2.870, 0.984], [-2.417, -0.480, 0.914], [0.540, -1.575, 0.610], [-0.505, 0.148, 2.181], [-2.901, 0.241, -1.542], [1.850, 0.048, -0.260], [2.650, -0.760, 1.334]],
  "mulliken_charge": [-0.564, -0.042, 0.255, 0.314, -0.593, -0.516, -0.387, -0.132, -0.043, 0.587, 0.452, 0.308, 0.360],
  "total_charge": 0,
  "energy_ha": -1181.1139,
  "lumo_ha": [-0.003, 0.005]
}

Entry 8:
{
  "formula": "C5H4F2S",
  "method": "wB97M-V/def2-TZVPD",
  "elements": ["C", "C", "C", "C", "C", "H", "H", "H", "H", "F", "F", "S"],
  "positions_angstrom": [[-0.679, -0.209, 0.327], [0.545, -1.026, -0.017], [1.456, -0.176, -0.377], [0.926, 1.243, -0.556], [-0.340, 1.109, -0.130], [-2.859, -1.790, 0.381], [-0.944, -0.224, 1.375], [0.959, -1.873, 0.626], [1.364, 2.080, -0.736], [2.892, -0.499, -0.299], [-1.108, 2.103, -0.038], [-2.212, -0.737, -0.557]],
  "mulliken_charge": [0.457, -0.704, 0.522, -0.890, -0.003, 0.166, 0.353, 0.285, 0.629, -0.305, -0.246, -0.265],
  "total_charge": 0,
  "energy_ha": -790.7235,
  "lumo_ha": 0.003,
  "smiles": "FC1=C[C@H](S)C(F)=C1"
}

Entry 9:
{
  "formula": "C5H4F2S2",
  "method": "wB97M-V/def2-TZVPD",
  "elements": ["C", "C", "C", "C", "C", "F", "F", "S", "S", "H", "H", "H", "H"],
  "positions_angstrom": [[1.236, 0.668, 0.511], [-0.275, -1.014, -0.568], [-0.031, 0.882, 1.122], [-0.880, -0.344, 0.652], [-0.004, -0.177, -1.594], [-0.656, 0.993, -1.936], [0.764, -0.596, -2.595], [2.762, 0.664, 0.332], [0.384, -2.563, -0.548], [0.205, 0.829, 2.195], [-0.513, 1.836, 0.830], [-1.920, 0.005, 0.195], [-1.071, -1.183, 1.405]],
  "mulliken_charge": [0.153, 0.067, -0.119, -0.500, 0.292, -0.260, -0.239, -0.255, -0.230, 0.288, 0.271, 0.225, 0.306],
  "total_charge": 0,
  "energy_ha": -1188.8747,
  "lumo_ha": [-0.032, -0.055]
}

Entry 10:
{
  "formula": "C5H4F3NO3",
  "method": "wB97M-V/def2-TZVPD",
  "elements": ["C", "C", "C", "C", "C", "N", "O", "O", "O", "F", "F", "F", "H", "H", "H", "H"],
  "positions_angstrom": [[-0.690, 1.598, 0.774], [0.522, 1.982, 0.291], [0.349, -0.131, 0.107], [0.794, -1.517, -0.146], [2.246, -1.793, 0.301], [-0.691, 0.220, 0.750], [1.169, 0.898, -0.144], [-0.056, -2.495, 0.303], [0.967, -1.645, -1.667], [2.481, -1.310, 1.503], [2.557, -3.047, 0.267], [3.093, -1.167, -0.541], [-1.477, 2.171, 1.204], [0.971, 2.947, 0.005], [-0.970, -2.352, 0.155], [0.579, -2.527, -1.804]],
  "mulliken_charge": [-0.357, -0.204, 0.165, 0.874, 0.772, -0.528, -0.281, -0.560, -0.563, -0.276, -0.259, -0.262, 0.409, 0.353, 0.372, 0.345],
  "total_charge": 0,
  "energy_ha": -772.9887,
  "lumo_ha": 0.024,
  "smiles": "OC(O)(c1ncco1)C(F)(F)F"
}

Entry 11:
{
  "formula": "C5H4F6S",
  "method": "wB97M-V/def2-TZVPD",
  "elements": ["C", "C", "C", "C", "C", "F", "F", "F", "F", "F", "F", "S", "H", "H", "H", "H"],
  "positions_angstrom": [[0.996, -0.434, 0.335], [-0.120, -0.564, 0.978], [-1.906, 0.007, -0.277], [-2.578, 1.344, 0.162], [-2.644, -1.307, 0.158], [-1.859, 2.412, -0.186], [-2.838, 1.484, 1.495], [-3.718, 1.620, -0.464], [-2.972, -1.290, 1.449], [-3.802, -1.541, -0.496], [-1.854, -2.383, -0.005], [-1.510, -0.090, -1.982], [1.962, -0.693, 0.935], [1.137, -0.199, -0.754], [-0.417, -0.875, 1.891], [-1.173, 1.111, -2.348]],
  "mulliken_charge": [-0.462, -0.290, 0.136, 0.640, 0.516, -0.269, -0.250, -0.251, -0.238, -0.247, -0.220, -0.220, 0.234, 0.233, 0.498, 0.192],
  "total_charge": 0,
  "energy_ha": -1190.2017,
  "lumo_ha": 0.000
}

Entry 12:
{
  "formula": "C5H4FN2",
  "method": "wB97M-V/def2-TZVPD",
  "elements": ["C", "C", "C", "C", "C", "N", "N", "F", "H", "H", "H", "H"],
  "positions_angstrom": [[-0.160, -1.357, -0.330], [1.055, -1.097, -0.352], [0.486, 1.302, -0.156], [-1.030, -0.420, 0.046], [1.855, -0.001, -0.251], [-0.647, 0.898, 0.084], [-2.235, -0.615, 0.440], [2.846, 0.203, 0.615], [0.946, 2.272, -0.324], [2.091, 0.361, -1.319], [-2.286, -1.645, 0.738], [-2.919, 0.099, 0.808]],
  "lowdin_spin": [0.533, 0.115, 0.330, 0.287, 0.164, 0.111, 0.301, 0.073, 0.028, 0.040, 0.011, 0.007],
  "total_charge": 1,
  "energy_ha": -401.7441,
  "lumo_ha": [-0.208, -0.323],
  "spin_multiplicity": 3,
  "s_squared": 2.05
}

Entry 13:
{
  "formula": "C5H4FNO",
  "method": "wB97M-V/def2-TZVPD",
  "elements": ["C", "C", "C", "C", "C", "H", "H", "H", "H", "N", "O", "F"],
  "positions_angstrom": [[1.354, 0.145, -0.033], [2.518, 0.816, -0.001], [-0.067, 0.173, -0.116], [-0.881, 1.219, 0.085], [-2.071, -0.532, -0.018], [2.541, 1.997, -0.384], [3.544, 0.344, -0.326], [-0.804, 2.363, 0.494], [-2.740, -1.337, 0.194], [-2.279, 0.688, 0.020], [-0.698, -1.048, -0.182], [1.542, -1.192, 0.203]],
  "mulliken_charge": [0.580, -0.787, 0.437, -0.347, -0.021, 0.204, 0.267, 0.276, 0.392, -0.404, -0.334, -0.264],
  "total_charge": 0,
  "energy_ha": -422.6605,
  "lumo_ha": 0.006,
  "smiles": "C=C(F)c1cnco1"
}

Entry 14:
{
  "formula": "C5H4FNS",
  "method": "wB97M-V/def2-TZVPD",
  "elements": ["C", "C", "C", "C", "C", "H", "H", "H", "H", "N", "F", "S"],
  "positions_angstrom": [[0.057, -1.205, 0.290], [1.019, -1.391, 1.302], [1.812, -1.643, 2.224], [-0.436, 0.050, -0.084], [0.362, 1.286, -0.071], [-0.733, -3.019, 0.681], [-1.343, -2.539, -0.763], [2.686, -1.812, 2.761], [1.343, 1.381, 0.334], [-0.433, -2.542, -0.278], [-1.608, 0.089, -0.661], [-0.084, 2.525, -1.068]],
  "mulliken_charge": [0.183, -0.395, -0.051, 0.388, -0.448, 0.297, 0.305, 0.451, 0.330, -0.613, -0.246, -0.201],
  "total_charge": 0,
  "energy_ha": -745.5879,
  "lumo_ha": -0.048,
  "smiles": "C#C/C(N)=C(/F)C=S"
}

Entry 15:
{
  "formula": "C5H4INS",
  "method": "wB97M-V/def2-TZVPD",
  "elements": ["C", "C", "C", "C", "C", "N", "S", "I", "H", "H", "H", "H"],
  "positions_angstrom": [[1.612, -0.635, 0.094], [0.561, -0.688, -0.489], [-2.733, 1.693, 0.720], [3.025, -0.530, 0.425], [-2.130, -0.016, -1.097], [-2.819, 1.711, 1.880], [-2.545, 1.681, -0.972], [-3.055, -1.524, -0.018], [3.699, -0.888, -0.381], [3.191, 0.550, 0.589], [3.258, -1.127, 1.442], [-2.064, -0.227, -2.193]],
  "mulliken_charge": [0.239, -0.407, 0.339, -0.880, -0.417, -0.323, 0.082, 0.276, 0.266, 0.228, 0.220, 0.376],
  "total_charge": 0,
  "energy_ha": -943.2761,
  "lumo_ha": [-0.097, -0.097]
}

Entry 16:
{
  "formula": "C5H4MnO4",
  "method": "wB97M-V/def2-TZVPD",
  "elements": ["C", "C", "H", "H", "O", "C", "O", "O", "Mn", "C", "C", "O", "H", "H"],
  "positions_angstrom": [[3.283, -0.143, 0.060], [3.516, 0.903, -0.561], [3.748, 1.891, -0.941], [2.280, 0.510, -0.501], [-1.291, -1.554, 0.334], [-0.142, -0.923, 0.343], [0.654, -1.042, 1.308], [-0.192, 0.190, -0.365], [2.388, -1.610, 1.230], [-2.619, -0.071, -0.022], [-1.736, 0.547, -0.786], [-3.679, 0.058, 0.612], [-1.756, 1.635, -0.926], [-4.454, -0.392, 0.214]],
  "lowdin_spin": [0.048, 0.038, 0.001, 0.004, 0.015, 0.023, 0.112, 0.006, 4.750, 0.000, 0.001, 0.001, 0.000, 0.000],
  "total_charge": 2,
  "energy_ha": -1643.9669,
  "lumo_ha": [-0.324, -0.347],
  "spin_multiplicity": 6,
  "s_squared": 8.75
}

Entry 17:
{
  "formula": "C5H4N",
  "method": "wB97M-V/def2-TZVPD",
  "elements": ["C", "C", "C", "C", "C", "N", "H", "H", "H", "H"],
  "positions_angstrom": [[3.309, 0.339, -0.570], [2.135, 0.337, -0.153], [0.316, -1.191, 0.536], [-0.425, -0.266, -0.075], [-1.587, 0.559, -0.190], [1.002, -0.072, 0.064], [0.673, -2.172, 0.961], [-1.123, 1.575, -0.586], [-1.909, 0.626, 0.836], [-2.391, 0.264, -0.822]],
  "mulliken_charge": [-0.487, 0.616, -0.181, 0.504, -0.783, -0.014, 0.371, 0.309, 0.308, 0.357],
  "total_charge": 1,
  "energy_ha": -247.0812,
  "lumo_ha": [-0.265, -0.265]
}

Entry 18:
{
  "formula": "C5H4N",
  "method": "wB97M-V/def2-TZVPD",
  "elements": ["C", "C", "C", "C", "C", "N", "H", "H", "H", "H"],
  "positions_angstrom": [[1.679, 0.639, -0.155], [-0.987, -0.752, -0.054], [-0.802, 0.793, -0.016], [0.468, 1.216, 0.029], [0.301, -1.228, -0.023], [1.388, -0.731, -0.047], [2.600, 1.093, -0.281], [-1.414, -0.983, 0.967], [-1.657, -1.460, -0.599], [-1.575, 1.413, 0.179]],
  "mulliken_charge": [-0.327, -0.323, -0.372, 0.179, 0.315, -0.098, 0.441, 0.304, 0.388, 0.493],
  "total_charge": 1,
  "energy_ha": -247.1558,
  "lumo_ha": [-0.274, -0.258],
  "smiles": "C1=CCC#[N+]C=1"
}

Entry 19:
{
  "formula": "C5H4N",
  "method": "wB97M-V/def2-TZVPD",
  "elements": ["C", "C", "C", "C", "C", "N", "H", "H", "H", "H"],
  "positions_angstrom": [[-1.134, 2.150, -3.380], [-1.876, 0.695, -0.949], [-0.381, 1.544, -1.093], [-1.303, 1.666, -2.191], [-0.067, -0.659, 0.230], [-0.668, 0.303, -0.594], [0.175, 2.351, -0.632], [-0.801, -1.090, 0.920], [0.289, -1.482, -0.404], [0.785, -0.254, 0.779]],
  "mulliken_charge": [-0.092, -0.239, -0.013, 0.300, -0.680, 0.369, 0.368, 0.333, 0.335, 0.320],
  "total_charge": 1,
  "energy_ha": -247.0613,
  "lumo_ha": -0.258
}